1.
This record from OMol25 describes one molecule with the formula C19H22FN3 at a distorted geometry. The level of theory is ωB97M-V/def2-TZVPD.

```
45
Properties=species:S:1:pos:R:3:forces:R:3
F 4.400 4.558 -2.207 -0.97 0.05 0.48
N -0.440 0.959 -0.457 2.18 0.03 -0.17
N -1.074 -1.090 0.432 -2.35 1.28 -0.82
C -1.385 0.125 -0.143 0.00 -1.42 0.22
C 0.871 0.509 -0.335 0.04 0.65 -1.65
C 0.176 -1.465 0.521 -1.49 -0.99 0.38
C 3.820 2.967 -0.609 0.52 -1.59 2.14
C 2.257 3.452 -2.440 0.20 -0.75 1.69
C 3.067 1.843 -0.229 -1.76 0.01 -0.34
C 1.430 2.392 -1.968 2.04 -0.29 0.35
C 3.453 3.713 -1.686 -0.43 -0.19 -2.66
C 1.860 1.468 -0.947 0.73 2.61 1.34
C 1.240 -0.770 0.101 1.15 3.05 -1.86
N 2.685 -2.439 2.377 -0.78 1.98 0.19
C 0.437 -2.690 1.249 0.06 -2.01 0.37
C 2.626 -1.371 0.044 -0.64 0.46 -0.53
C 1.182 -2.345 2.544 1.95 -1.44 0.24
C 3.251 -1.467 1.440 -2.08 0.60 0.16
C -5.128 0.343 0.251 1.49 -0.31 -2.34
C -4.902 -0.737 -0.887 -2.29 -0.28 2.80
C -3.697 0.473 0.775 -0.03 2.28 1.12
C -3.618 -0.467 -1.448 3.78 1.20 -2.17
C -2.845 0.536 -0.486 0.97 -2.78 1.76
H 4.691 3.136 0.077 -0.71 0.41 -1.30
H 1.919 4.050 -3.302 0.53 -0.25 0.63
H 3.320 1.388 0.759 -0.21 0.06 -1.19
H 0.490 2.213 -2.441 -0.43 -0.06 -0.21
H 3.027 -3.325 2.119 -0.16 -1.50 -0.15
H 0.950 -3.521 0.647 -0.47 1.28 0.85
H -0.537 -3.051 1.497 -0.67 -0.62 0.30
H 3.239 -0.739 -0.614 0.00 -0.15 0.33
H 2.543 -2.331 -0.472 0.14 -0.16 0.19
H 0.949 -1.297 2.882 0.10 -1.19 -0.09
H 0.937 -3.143 3.308 0.10 1.26 -0.54
H 3.008 -0.480 1.874 0.87 -0.20 0.06
H 4.279 -1.645 1.268 1.29 -0.05 0.50
H -5.461 1.258 -0.263 0.15 -0.03 0.34
H -5.819 0.093 0.989 -1.28 -0.56 1.16
H -4.913 -1.743 -0.494 -0.09 -0.29 0.65
H -5.644 -0.764 -1.635 -1.23 0.29 -0.82
H -3.521 1.511 1.309 -0.41 -2.29 -0.36
H -3.420 -0.402 1.387 -0.12 0.52 -0.01
H -3.096 -1.457 -1.707 -0.19 1.83 0.27
H -3.734 0.183 -2.334 0.16 -0.86 -0.25
H -2.872 1.573 -0.745 0.33 0.37 -1.06
```
Forces are in eV/Å.

Computed properties:
* net charge: 0
* lowest unoccupied orbital energy: 0.25 eV
* total energy: -27246.119 eV
* Kohn-Sham gap: 8.93 eV
* structure (SMILES): Fc1ccc(-c2nc(C3CCCC3)nc3c2CCNCC3)cc1
* E_HOMO: -8.678 eV
* energy above the lowest of the compared OMol25 structures with the same formula, charge and spin: 0.0000 eV

The computed Löwdin charges, all in e, follow:
1 F 0.031
2 N 0.174
3 N 0.201
4 C -0.257
5 C -0.114
6 C -0.324
7 C -0.038
8 C 0.020
9 C -0.018
10 C -0.016
11 C -0.260
12 C -0.123
13 C -0.134
14 N -0.066
15 C -0.141
16 C -0.121
17 C -0.156
18 C -0.215
19 C -0.149
20 C -0.229
21 C -0.189
22 C -0.179
23 C -0.226
24 H 0.135
25 H 0.117
26 H 0.114
27 H 0.092
28 H 0.078
29 H 0.152
30 H 0.099
31 H 0.109
32 H 0.120
33 H 0.140
34 H 0.125
35 H 0.112
36 H 0.102
37 H 0.115
38 H 0.077
39 H 0.109
40 H 0.092
41 H 0.150
42 H 0.113
43 H 0.142
44 H 0.115
45 H 0.122



2.
This record from OMol25 describes C19H22FeO7 as an isolated structure at a distorted geometry. The level of theory is ωB97M-V/def2-TZVPD.

```
49
Properties=species:S:1:pos:R:3:forces:R:3
C 3.517 0.251 -2.454 0.11 -0.28 -0.10
C 2.546 1.399 -2.400 0.54 -0.07 0.15
O 1.240 0.863 -2.143 -0.24 0.43 -0.23
C 0.313 1.860 -2.125 0.71 0.60 0.22
C -1.063 1.322 -2.059 0.60 0.79 -0.89
C -2.123 2.303 -2.151 -1.69 0.23 0.15
O -1.957 3.508 -2.039 0.04 -0.34 0.07
C -3.557 1.775 -2.421 0.28 0.22 -0.07
C -3.762 0.313 -2.060 0.10 -0.22 -0.16
C -2.686 -0.535 -2.744 -0.06 0.17 0.15
C -1.256 -0.107 -2.349 -0.28 -1.07 -0.10
O 0.653 3.025 -2.201 -0.58 -0.93 0.09
H 4.532 0.644 -2.536 0.00 -0.03 -0.02
H 3.467 -0.375 -1.558 -0.05 0.12 -0.08
H 3.324 -0.375 -3.330 0.04 0.00 0.14
H 2.801 2.105 -1.600 -0.05 -0.10 -0.22
H 2.537 1.946 -3.353 -0.07 -0.05 0.32
H -4.266 2.419 -1.886 0.29 -0.02 -0.16
H -3.755 1.903 -3.500 0.12 0.07 0.30
H -3.728 0.183 -0.969 0.00 -0.05 -0.16
H -4.756 -0.003 -2.407 0.19 0.01 0.23
H -2.823 -1.599 -2.512 0.07 0.21 -0.10
H -2.798 -0.424 -3.835 -0.01 -0.04 0.26
H -0.587 -0.413 -3.175 0.01 0.15 0.51
H -0.921 -0.678 -1.457 -0.03 0.15 -0.42
C 3.771 -2.260 2.139 -0.50 0.39 -0.21
O 2.516 -1.950 2.747 -0.89 -0.23 0.56
C 1.466 -1.293 2.130 0.68 1.51 0.95
C 1.183 0.084 2.448 3.07 0.00 -1.10
C 0.519 0.821 1.327 0.40 0.94 -0.44
C -0.745 0.114 1.023 -0.90 -0.55 -0.89
C -0.774 -1.274 1.172 -0.17 0.13 -1.87
C 0.399 -1.992 1.534 0.37 -1.29 -1.26
Fe -0.422 -0.802 3.231 0.25 -0.89 -0.42
C -0.754 0.680 4.138 -1.50 3.97 2.88
O -1.071 1.439 4.956 0.60 -1.15 -1.41
C 0.340 -1.490 4.645 2.06 -2.59 4.45
O 0.707 -1.927 5.657 -0.60 0.91 -1.99
C -1.948 -1.522 3.743 -5.00 -1.78 1.37
O -2.906 -1.947 4.240 1.75 0.66 -0.58
H 4.336 -2.780 2.917 -0.08 0.11 -0.18
H 3.645 -2.924 1.275 0.04 0.18 0.08
H 4.295 -1.338 1.857 -0.03 -0.20 -0.07
H 1.826 0.628 3.143 0.19 -0.24 -0.51
H 0.360 1.893 1.530 -0.06 -0.41 0.17
H 1.202 0.797 0.448 -0.35 0.07 0.03
H -1.607 0.672 0.635 0.30 -0.39 0.30
H -1.656 -1.856 0.869 0.35 0.41 0.20
H 0.426 -3.083 1.458 0.02 0.47 0.06
```
Forces are in eV/Å.

Computed properties:
* net charge: 0
* spin multiplicity: 5
* lowest unoccupied orbital energy (spin up / spin down): 0.36 / -2.04 eV
* total energy: -68772.985 eV
* Kohn-Sham gap (spin up / spin down): 6.24 / 6.63 eV
* ⟨S²⟩: 6.158
* E_HOMO (spin up / spin down): -5.876 / -8.670 eV

The computed Löwdin charges, all in e, follow:
1 C -0.067
2 C -0.236
3 O -0.036
4 C -0.431
5 C -0.006
6 C -0.337
7 O 0.113
8 C -0.111
9 C -0.205
10 C -0.177
11 C -0.135
12 O 0.128
13 H 0.080
14 H 0.073
15 H 0.080
16 H 0.128
17 H 0.134
18 H 0.122
19 H 0.131
20 H 0.113
21 H 0.114
22 H 0.112
23 H 0.118
24 H 0.138
25 H 0.116
26 C -0.052
27 O -0.125
28 C -0.319
29 C -0.175
30 C -0.178
31 C -0.098
32 C -0.187
33 C -0.067
34 Fe 0.150
35 C -0.127
36 O 0.148
37 C -0.140
38 O 0.152
39 C -0.131
40 O 0.139
41 H 0.093
42 H 0.089
43 H 0.090
44 H 0.136
45 H 0.135
46 H 0.125
47 H 0.121
48 H 0.132
49 H 0.132



Question: What is the formula in the first record?
Answer: C19H22FN3